This record from OMol25 describes 9 unconnected molecules or ions with the total composition C38H91N5O14 in a non-equilibrium geometry. The level of theory is ωB97M-V/def2-TZVPD.

Structure (XYZ):
```
148
Properties=species:S:1:pos:R:3:forces:R:3
C -0.0241 -3.0106 -4.7892 -0.65 0.31 -0.61
C -1.2678 -2.3497 -4.1410 0.59 -0.86 -0.14
O -1.6721 -1.1141 -4.7565 0.69 -0.62 0.65
O -0.2150 -3.2062 -6.1827 0.10 0.65 -0.63
H 0.3213 -3.9893 -4.4563 -0.42 0.22 1.19
H 0.7740 -2.2930 -4.5987 0.24 -0.10 -0.53
H -0.9018 -2.1901 -3.1267 -0.57 0.42 0.33
H -2.1218 -3.0269 -4.1332 -0.04 -0.06 0.08
H -1.2957 -1.1040 -5.6396 -0.02 -0.03 -0.32
H -0.4054 -4.1307 -6.3580 -0.06 0.09 0.06
C -0.6564 3.5758 4.7157 -0.81 -0.06 -1.94
C -2.0963 3.1352 4.2839 -0.04 0.11 2.78
O -2.2802 1.7162 4.4676 1.15 -0.14 -0.95
O 0.3056 3.2437 3.6513 -1.22 0.44 1.29
H -0.3342 3.1765 5.6773 -0.15 -0.34 -0.06
H -0.6984 4.6595 4.8252 0.21 0.04 -0.20
H -2.4312 3.6164 3.3650 0.37 -0.70 -0.50
H -2.7623 3.5006 5.0656 0.01 0.93 0.08
H -3.2089 1.4731 4.4571 -0.07 0.19 -0.20
H 0.2614 2.2868 3.7147 0.56 -0.37 -0.54
C -2.5576 5.7054 -0.3661 1.99 -0.51 1.18
C -1.2163 5.4005 0.4667 -0.91 0.21 -0.43
O -1.2760 4.0773 1.0210 -0.40 0.15 -0.89
O -2.2252 6.3579 -1.5849 -0.61 0.18 0.36
H -3.2675 6.2771 0.2317 -0.15 -0.15 -0.14
H -2.9122 4.7028 -0.6049 -0.40 0.19 -0.13
H -1.0173 6.0948 1.2831 -0.27 0.30 -0.03
H -0.4338 5.5415 -0.2788 0.30 -0.38 0.03
H -0.5825 3.9484 1.6722 0.31 0.08 0.36
H -2.1676 7.3096 -1.4727 0.04 0.01 0.09
C 1.4563 1.1500 -0.2765 -0.10 0.05 3.24
C 0.2665 0.6761 -1.1261 0.20 2.32 0.97
O -1.0175 1.2833 -0.6356 1.41 -1.73 -0.53
O 1.2380 0.7292 1.1311 0.26 -0.50 -0.90
H 1.6353 2.2057 -0.0729 -1.01 0.74 -1.26
H 2.4978 0.8952 -0.4723 -0.34 -1.15 -0.78
H 0.1478 -0.4047 -1.0488 -0.03 0.18 -0.22
H 0.5175 1.0715 -2.1103 -0.56 -0.51 -0.43
H -0.8913 2.1910 -0.3497 0.24 0.56 -0.05
H 0.3081 0.9124 1.2836 -0.26 -0.01 0.16
C -3.1535 1.9882 -4.4602 -0.40 0.79 -0.50
C -3.3655 3.3741 -5.0939 -0.48 -1.04 1.24
O -2.2496 3.7790 -5.7985 0.42 -0.07 -0.37
O -2.0311 2.0014 -3.5698 -0.26 -0.33 -0.49
H -2.9529 1.2645 -5.2502 -0.42 -0.30 0.14
H -4.0325 1.8291 -3.8355 -0.26 -0.62 -0.41
H -3.4827 4.0229 -4.2260 -0.57 0.52 0.02
H -4.2640 3.3618 -5.7108 0.08 0.06 -0.01
H -1.6422 3.7231 -5.0573 1.27 0.67 -0.44
H -2.0240 1.1125 -3.2075 0.41 -0.14 0.33
C 0.3417 4.5167 -3.2850 -4.40 3.11 0.36
O 0.8276 5.5644 -3.4542 3.52 5.76 -0.04
N 0.9081 3.4394 -3.4828 5.24 -8.31 -1.48
N -0.9332 4.4067 -3.0015 -3.48 -0.44 0.91
H 0.3858 2.5898 -3.6428 0.27 0.08 0.14
H 1.8886 3.4830 -3.7211 -0.28 -0.24 -0.25
H -1.3802 3.5091 -3.1219 -0.17 0.24 0.87
H -1.3793 5.1985 -2.5608 -0.16 -0.06 -0.48
C -4.7058 0.7612 -1.3416 0.49 0.49 -1.71
C -5.0193 -0.5549 -0.6662 -0.07 -1.40 -0.35
C -5.1820 -1.7142 -1.8186 -0.28 0.57 1.22
C -4.3635 -2.9883 -1.5818 0.58 1.66 -0.12
C -4.4291 -3.3783 -0.1278 0.92 0.17 -0.49
C -3.7300 -2.3285 0.8351 -0.77 -0.41 -0.93
N -3.9427 -0.9414 0.2407 1.09 -2.57 -0.90
O -3.5274 0.0447 1.1060 -0.08 0.65 0.67
C -4.3716 -2.4664 2.2262 0.17 0.72 0.45
C -2.1581 -2.6035 0.8894 -1.23 0.49 0.33
C -6.3171 -0.4535 0.1012 -1.29 0.55 0.58
H -3.7987 0.7412 -1.9456 0.53 -0.56 0.40
H -4.6108 1.7150 -0.8227 -0.41 -0.40 0.74
H -5.4127 0.8945 -2.1605 -0.64 0.15 0.26
H -6.2365 -1.9804 -1.7456 -0.16 0.00 -0.33
H -4.9867 -1.3204 -2.8160 0.00 0.20 0.07
H -3.3426 -2.7081 -1.8413 0.29 -0.41 -0.16
H -4.6984 -3.8090 -2.2162 -0.01 0.09 -0.12
H -3.8898 -4.3247 -0.0858 -0.09 -0.14 0.64
H -5.4934 -3.5793 -0.0053 -0.04 0.15 1.05
H -5.4567 -2.5660 2.1978 0.01 -0.16 -0.28
H -3.9691 -3.2591 2.8569 0.10 -0.32 -0.37
H -4.1904 -1.5592 2.8026 0.15 0.17 -0.05
H -1.6947 -2.3274 -0.0578 -0.01 0.05 0.02
H -1.7305 -2.0239 1.7075 0.05 0.42 -0.15
H -1.8690 -3.6218 1.1494 -0.49 -0.26 -0.20
H -6.2056 0.2238 0.9479 0.31 -0.21 0.33
H -6.7216 -1.4079 0.4381 0.45 -0.19 0.23
H -7.1778 -0.0108 -0.4001 0.18 0.10 -0.79
H -2.6566 0.2573 0.7622 0.36 0.49 -0.02
C -2.0417 -2.1338 5.1674 0.64 0.00 -0.54
C -0.4954 -2.2604 5.7016 -1.73 -0.93 -0.03
C 0.2107 -3.1296 4.6672 1.47 -2.58 -0.15
C 1.8001 -3.1630 4.6658 -1.80 1.36 1.12
C 2.1463 -1.6933 4.4790 1.46 -0.93 -0.82
C 1.5943 -0.6892 5.4903 -1.14 -2.10 1.13
N 0.1100 -0.9815 5.6548 2.44 -0.92 -3.38
O -0.5109 -0.1225 6.4296 -1.35 2.66 2.78
C 2.3353 -0.8824 6.8767 0.26 1.82 -0.49
C 1.6992 0.6989 4.8340 -0.35 -0.78 0.74
C -0.4846 -2.8976 7.1247 0.36 0.02 0.11
H -2.5549 -3.0547 4.8903 0.68 -0.74 0.30
H -2.0392 -1.6180 4.2072 0.39 0.35 -0.07
H -2.8401 -1.6463 5.7269 0.67 0.39 0.83
H 0.0052 -4.1734 4.9047 -0.84 -0.14 -0.10
H -0.1446 -2.9549 3.6517 -0.04 0.30 0.05
H 2.3192 -3.8011 3.9506 -0.69 0.13 -0.63
H 2.1421 -3.6077 5.6003 -0.02 0.42 0.46
H 1.8650 -1.4772 3.4483 -0.60 0.45 0.01
H 3.2304 -1.6667 4.3688 0.38 0.68 0.62
H 1.7791 -0.4871 7.7267 -0.45 0.08 -0.22
H 2.7397 -1.8321 7.2271 -0.32 -0.37 -0.82
H 3.1771 -0.1959 6.7866 0.45 -0.10 0.26
H 2.7444 0.9476 4.6501 -0.15 0.19 -0.08
H 1.1432 0.5626 3.9065 0.30 0.20 -0.27
H 1.1867 1.4652 5.4157 0.37 0.01 0.22
H 0.5090 -3.2833 7.3528 0.14 -0.17 -0.12
H -1.1966 -3.7075 7.2833 -0.04 -0.11 -0.44
H -0.6828 -2.1977 7.9365 -0.16 0.43 -0.34
H -1.0242 0.4477 5.8524 -0.36 0.31 -0.20
C 7.3263 -2.2564 -0.8769 -0.51 -0.65 -0.39
C 6.8452 -1.3389 -2.0714 0.26 0.85 1.90
C 7.4664 -1.8638 -3.3779 -0.94 0.36 -0.34
C 6.7763 -1.3251 -4.5843 -1.77 1.24 -1.16
C 5.2457 -1.4302 -4.5128 -0.03 0.48 -0.47
C 4.5456 -0.9121 -3.2302 -0.28 -0.80 -0.39
N 5.3702 -1.2996 -2.0728 -0.09 -1.74 -1.92
O 4.7920 -1.1104 -0.8177 -0.31 0.32 -0.22
C 4.4800 0.5853 -3.4064 0.11 1.86 0.90
C 3.0951 -1.5789 -3.2811 0.42 0.47 1.76
C 7.4061 0.0869 -1.7841 0.58 -0.12 0.06
H 7.4511 -3.2998 -1.1666 0.43 -0.01 -0.72
H 6.5962 -2.4432 -0.0894 -0.09 1.01 0.13
H 8.2637 -1.9226 -0.4319 -0.11 0.10 -0.08
H 8.4831 -1.4882 -3.4938 0.34 -0.79 0.65
H 7.3108 -2.9392 -3.4642 0.67 -0.19 0.47
H 7.0245 -1.8167 -5.5250 0.49 -0.32 0.18
H 6.9853 -0.2796 -4.8106 0.42 0.23 0.42
H 4.9672 -2.4113 -4.8977 -0.39 -0.29 0.75
H 4.8163 -0.7271 -5.2265 0.20 -0.24 -0.60
H 5.4768 0.9961 -3.5670 0.06 -0.24 -0.97
H 3.7521 0.9655 -4.1231 0.22 -0.35 -0.49
H 4.2815 1.2158 -2.5397 -0.63 -0.69 0.82
H 3.1830 -2.6329 -3.0175 0.07 -0.24 -0.68
H 2.3911 -1.2322 -2.5247 0.41 0.54 0.76
H 2.4458 -1.3726 -4.1320 1.04 -0.22 -0.76
H 7.0440 0.5897 -0.8874 -0.51 -0.42 0.10
H 7.2609 0.7969 -2.5983 0.08 -0.20 -0.17
H 8.4737 -0.0263 -1.5956 0.21 0.18 -0.26
H 4.3561 -1.9631 -0.7509 -0.30 0.03 0.78
```
Forces are in eV/Å.

HOMO energy (Ha): -0.280
Molecular weight (g mol⁻¹): 842.2
Max |F| (eV Å⁻¹): 9.94
Charge: 0
LUMO (eV): 0.31
ΔE to the lowest compared entry with this formula, charge and spin (kcal/mol): 0.0